Record 1
The following is a DFT calculation (ωB97M-V with the def2-TZVPD basis set) of a structure of composition C18H25Cl7MgN6O8.

Values from the calculation:
**2S+1**: 1
**LUMO level**: -5.7 eV
**HOMO energy**: -7.7 eV

```
65
C18H25Cl7MgN6O8 | the OMol25 dataset | ωB97M-V with the def2-TZVPD basis set
C -0.193 3.162 -1.563
C 1.364 3.054 -1.262
C 1.729 2.898 0.326
Cl 1.338 4.495 1.141
C 3.254 2.533 0.375
C 4.347 3.471 0.931
N 5.655 2.983 0.882
C 6.681 3.924 1.468
N 6.169 1.870 0.430
C 5.305 0.944 -0.079
N 5.755 -0.358 -0.615
C 5.667 -0.227 -1.906
O 5.599 -0.142 -3.052
C 3.812 1.243 -0.107
O 2.948 0.244 -0.621
N 2.108 -0.149 0.431
O 1.835 -1.280 0.311
H -0.606 4.166 -1.282
H -0.316 3.076 -2.700
H -0.774 2.294 -1.133
H 1.954 3.971 -1.604
H 1.849 2.168 -1.790
H 1.088 2.095 0.820
H 4.089 4.482 1.368
H 6.195 4.856 1.868
H 7.139 3.382 2.357
H 7.521 4.129 0.736
C -3.681 -3.735 0.904
O -2.278 -3.539 0.979
C -1.737 -3.002 -0.225
C -1.431 -1.518 -0.080
O -2.626 -0.752 0.037
C -2.876 -0.335 1.372
H -4.043 -3.988 1.902
H -4.196 -2.831 0.566
H -3.908 -4.565 0.228
H -2.411 -3.180 -1.070
H -0.805 -3.535 -0.421
H -0.921 -1.175 -0.986
H -0.766 -1.338 0.771
H -2.153 0.433 1.666
H -2.829 -1.175 2.072
H -3.877 0.095 1.413
C 0.800 -5.131 2.380
Cl -0.438 -6.205 1.704
Cl 0.824 -3.606 1.475
Cl 0.430 -4.801 4.085
Cl 2.389 -5.913 2.260
N -7.114 0.281 -0.976
C -8.449 0.062 -0.761
C -8.570 -0.866 0.242
C -7.258 -1.216 0.653
C -6.382 -0.490 -0.115
H -6.731 0.912 -1.659
H -9.195 0.583 -1.341
H -9.497 -1.249 0.638
H -6.986 -1.920 1.424
H -5.303 -0.456 -0.124
N 3.112 -1.003 -4.382
O 3.703 -1.068 -5.464
O 2.351 -0.052 -4.145
O 3.282 -1.888 -3.528
Mg 2.619 3.712 3.220
Cl 6.754 -2.174 -1.211
Cl -1.314 3.342 0.766
```

Record 2
The following is a DFT calculation (ωB97M-V with the def2-TZVPD basis set) of an isolated molecule of C18H25ClN4.

Values from the calculation:
**2S+1**: 1
**ΔE to the lowest compared entry with this formula, charge and spin**: 48.1 kcal per mole
**LUMO level**: 0.5 eV
**HOMO energy**: -7.9 eV
**SMILES**: NCCCCCCC/N=c1/c2ccc(Cl)cc2nc2n1CCC2

```
48
C18H25ClN4 | the OMol25 dataset | ωB97M-V with the def2-TZVPD basis set
Cl -3.280 5.485 4.788
N -2.183 4.709 -0.256
N -0.666 1.001 0.491
C -1.580 4.020 -1.234
C -0.888 2.293 0.193
C -1.699 3.527 3.647
C -2.582 5.034 2.088
C -1.118 2.708 2.659
C -2.443 4.690 3.441
C -2.006 4.236 1.059
C -1.408 3.003 1.286
N -0.794 2.924 -1.055
N 3.537 -5.992 -0.036
C -0.269 0.096 -0.640
C -1.262 4.496 -2.619
C 0.083 2.611 -2.196
C 2.195 -6.209 0.514
C 0.079 3.889 -2.915
C -0.228 -1.375 -0.323
C 1.205 -5.794 -0.548
C 0.814 -1.875 0.717
C 1.144 -4.222 -0.687
C 0.941 -3.410 0.678
H -1.447 3.285 4.671
H -3.166 5.813 1.837
H -0.422 1.916 2.885
H 3.599 -6.474 -0.897
H 4.267 -6.282 0.705
H 0.683 0.445 -0.980
H -0.975 0.249 -1.479
H -1.912 4.011 -3.347
H -1.331 5.543 -2.722
H 1.126 2.282 -1.796
H -0.397 1.888 -2.834
H 2.144 -5.734 1.495
H 2.039 -7.254 0.657
H 0.849 4.524 -2.451
H 0.463 3.739 -3.959
H -1.223 -1.528 0.060
H -0.041 -1.868 -1.328
H 1.516 -6.080 -1.558
H 0.225 -6.148 -0.283
H 1.784 -1.387 0.554
H 0.617 -1.479 1.733
H 2.019 -3.787 -1.265
H 0.202 -4.010 -1.234
H 1.696 -3.614 1.345
H 0.092 -3.898 1.140
```

Record 3
The following is a DFT calculation (ωB97M-V with the def2-TZVPD basis set) of a structure of composition C18H25CuF6IN3O7S3.

Values from the calculation:
**2S+1**: 2
**ΔE to the lowest compared entry with this formula, charge and spin**: 10.6 kcal per mole
**Expectation value of S²**: 0.7534
**Total charge**: -1
**LUMO level (alpha / beta)**: 2.1 / 2.1 eV
**HOMO energy (alpha / beta)**: -5.9 / -5.9 eV

```
64
C18H25CuF6IN3O7S3 | the OMol25 dataset | ωB97M-V with the def2-TZVPD basis set
Cu 0.606 0.336 0.130
F 4.513 -1.415 1.164
C 3.974 -0.701 2.145
F 4.881 -0.533 3.111
F 2.932 -1.348 2.645
S 3.492 0.960 1.501
O 2.617 0.701 0.363
O 4.735 1.590 1.197
N 2.800 1.688 2.708
S 1.387 1.333 3.326
O 0.403 0.882 2.365
O 1.466 0.641 4.576
C 0.864 3.029 3.811
F 0.970 3.902 2.818
F -0.414 2.972 4.196
F 1.601 3.457 4.837
C -2.997 3.199 -1.508
N -1.710 3.566 -0.923
C -1.802 3.951 0.484
C -0.546 3.072 -1.394
S 0.797 2.849 -0.379
N -0.458 2.804 -2.722
C 0.605 1.946 -3.232
C -1.043 3.667 -3.739
H -3.631 2.804 -0.720
H -2.868 2.413 -2.245
H -3.500 4.056 -1.962
H -2.748 4.474 0.624
H -0.980 4.606 0.757
H -1.765 3.063 1.121
H 0.758 1.095 -2.577
H 1.550 2.488 -3.322
H 0.297 1.585 -4.214
H -1.549 4.513 -3.289
H -1.745 3.126 -4.379
H -0.240 4.057 -4.370
C -3.474 -0.258 -0.541
C -2.036 -0.744 -0.344
C -1.734 -1.752 -1.460
C -1.967 -1.404 1.041
O -1.178 0.373 -0.427
H -4.178 -1.089 -0.432
H -3.599 0.173 -1.538
H -3.712 0.498 0.211
H -2.288 -2.685 -1.322
H -0.673 -1.979 -1.494
H -2.010 -1.321 -2.427
H -2.503 -2.357 1.047
H -2.415 -0.744 1.790
H -0.931 -1.586 1.327
I 1.204 -8.548 0.952
C 1.324 -6.498 0.515
C 0.971 -5.576 1.488
C 1.038 -4.222 1.185
C 1.448 -3.798 -0.074
C 1.807 -4.740 -1.028
C 1.750 -6.098 -0.743
C 1.456 -2.327 -0.446
O 1.793 -2.003 -1.583
O 1.078 -1.541 0.492
H 0.643 -5.905 2.465
H 0.776 -3.478 1.925
H 2.125 -4.388 -2.001
H 2.034 -6.830 -1.486
```

Record 4
The following is a DFT calculation (ωB97M-V with the def2-TZVPD basis set) of an isolated molecule of C18H25FN2O2S.

Values from the calculation:
**2S+1**: 1
**ΔE to the lowest compared entry with this formula, charge and spin**: 3.3 kcal per mole
**LUMO level**: 0.6 eV
**HOMO energy**: -8.0 eV
**SMILES**: CCOC(=O)CNC(=S)N(Cc1ccccc1F)C1CCCCC1

```
49
C18H25FN2O2S | the OMol25 dataset | ωB97M-V with the def2-TZVPD basis set
C -4.438 -1.736 -1.679
C -4.182 -0.237 -1.715
H -5.125 0.313 -1.799
H -3.517 0.031 -2.539
O -3.499 0.192 -0.538
C -4.234 0.503 0.522
O -5.435 0.448 0.577
C -3.356 0.960 1.682
N -1.987 0.524 1.593
C -1.068 1.251 0.891
N 0.174 0.715 0.753
C 0.673 -0.293 1.668
C 0.976 -1.641 1.053
C 2.179 -2.280 1.338
C 2.489 -3.515 0.798
C 1.598 -4.146 -0.053
C 0.391 -3.541 -0.349
C 0.099 -2.310 0.210
F -1.103 -1.762 -0.079
H -0.330 -4.007 -1.002
H 1.839 -5.105 -0.483
H 3.431 -3.983 1.040
H 2.883 -1.795 1.998
H 1.598 0.083 2.119
H -0.046 -0.419 2.484
C 1.155 1.435 -0.053
C 2.086 0.501 -0.821
C 2.964 1.328 -1.758
C 3.781 2.343 -0.965
C 2.861 3.256 -0.159
C 1.971 2.437 0.770
H 1.288 3.096 1.309
H 2.594 1.914 1.499
H 2.232 3.832 -0.839
H 3.454 3.961 0.426
H 4.392 2.939 -1.645
H 4.455 1.815 -0.287
H 2.333 1.853 -2.478
H 3.630 0.665 -2.315
H 1.499 -0.218 -1.396
H 2.728 -0.054 -0.135
H 0.569 2.005 -0.782
S -1.446 2.756 0.313
H -1.889 -0.480 1.539
H -3.798 0.607 2.617
H -3.361 2.057 1.678
H -5.124 -1.976 -0.870
H -3.503 -2.267 -1.520
H -4.877 -2.055 -2.620
```

Number 1: largest force on an atom 5.3 eV/A. Number 2: largest force on an atom 6.0 eV/A. Number 3: largest force on an atom 0.6 eV/A. Number 4: largest force on an atom 0.8 eV/A.